{
  "formula": "C5H8O2",
  "method": "wB97M-V/def2-TZVPD",
  "symbols": ["O", "C", "C", "C", "C", "C", "O", "H", "H", "H", "H", "H", "H", "H", "H"],
  "positions_angstrom": [[0.876, 1.251, -1.620], [0.003, 1.073, -0.533], [-1.027, -0.048, -0.777], [-0.350, -1.122, 0.058], [-0.049, -0.570, 1.426], [0.803, 0.398, 0.619], [1.234, -0.761, -0.151], [1.489, 0.496, -1.539], [-0.442, 2.041, -0.305], [-2.020, 0.239, -0.406], [-1.132, -0.337, -1.828], [-0.722, -2.149, -0.070], [-0.806, -0.252, 2.136], [0.627, -1.311, 1.865], [1.516, 1.053, 1.125]],
  "forces_ev_per_angstrom": [[0.2, 0.2, 0.1], [-0.3, 0.2, 0.4], [0.1, 0.0, 0.0], [0.8, -0.2, -0.3], [-0.3, 0.2, 0.4], [-0.1, 0.2, 0.2], [-1.4, -1.0, -0.5], [-0.2, 0.1, -0.3], [0.0, 0.0, 0.1], [0.2, -0.3, 0.1], [0.2, 0.2, 0.2], [0.9, 0.2, -0.1], [-0.4, 0.1, -0.2], [-0.2, 0.5, 0.4], [0.5, -0.4, -0.4]],
  "lowdin_charge": [-0.0285, -0.3250, -0.0808, -0.1520, -0.0826, -0.2523, -0.1002, 0.0896, 0.1456, 0.1243, 0.1234, 0.1457, 0.1153, 0.1242, 0.1533],
  "total_energy_ha": -345.71629,
  "multiplicity": 1,
  "e_homo_ha": -0.35844,
  "charge": 0,
  "relative_energy_kj_mol": 232.8,
  "gap_ev": 10.8
}

=====

{
  "formula": "C37H40NOP3Ti",
  "method": "wB97M-V/def2-TZVPD",
  "symbols": ["C", "C", "C", "C", "C", "C", "C", "C", "C", "C", "C", "C", "C", "H", "H", "H", "H", "H", "H", "H", "N", "Ti", "C", "H", "H", "C", "H", "H", "P", "P", "C", "H", "H", "H", "C", "H", "H", "H", "C", "H", "H", "H", "C", "H", "H", "H", "H", "H", "O", "P", "C", "C", "C", "C", "C", "C", "C", "C", "C", "C", "C", "C", "C", "C", "C", "C", "C", "C", "H", "H", "H", "H", "H", "H", "H", "H", "H", "H", "H", "H", "H", "H", "H"],
  "positions_angstrom": [[-1.322, 3.105, -3.728], [-1.189, 1.805, -3.291], [0.129, 1.268, -3.293], [1.260, 2.129, -3.334], [1.091, 3.387, -3.902], [-0.211, 3.885, -4.108], [2.498, 1.568, -2.576], [2.707, 0.163, -3.169], [1.573, -0.666, -3.129], [1.669, -2.088, -3.206], [2.909, -2.621, -3.545], [4.011, -1.787, -3.794], [3.914, -0.373, -3.624], [-2.325, 3.564, -3.839], [1.971, 4.014, -4.069], [-0.346, 4.869, -4.582], [3.359, 2.221, -2.384], [3.006, -3.692, -3.661], [4.957, -2.240, -4.167], [4.782, 0.237, -3.757], [0.394, 0.017, -2.709], [0.203, -0.200, -0.738], [-2.272, 1.062, -2.576], [-2.353, 0.021, -2.872], [-3.281, 1.491, -2.729], [0.522, -2.945, -2.741], [-0.359, -2.822, -3.368], [0.766, -4.007, -2.644], [-1.999, 1.089, -0.800], [0.018, -2.438, -1.046], [1.210, -3.327, -0.002], [0.899, -3.241, 1.047], [1.124, -4.364, -0.352], [2.230, -2.944, -0.149], [-1.480, -3.424, -0.858], [-1.138, -4.406, -1.224], [-1.746, -3.438, 0.206], [-2.259, -2.988, -1.498], [-2.571, 2.726, -0.288], [-3.650, 2.800, -0.574], [-2.483, 2.851, 0.806], [-2.001, 3.509, -0.816], [-3.151, -0.036, -0.028], [-3.202, 0.119, 1.067], [-4.150, 0.171, -0.490], [-2.865, -1.088, -0.258], [2.214, 1.436, -1.459], [-0.539, 1.283, -0.143], [0.854, -0.180, 1.107], [0.390, -0.417, 2.578], [-0.721, 0.911, 3.125], [-0.132, 2.182, 3.352], [-0.913, 3.279, 3.682], [-2.305, 3.137, 3.807], [-2.914, 1.882, 3.608], [-2.108, 0.768, 3.326], [-0.404, -2.011, 2.932], [-1.657, -2.340, 2.393], [-2.338, -3.521, 2.719], [-1.751, -4.419, 3.640], [-0.486, -4.130, 4.171], [0.152, -2.928, 3.848], [1.753, -0.344, 3.748], [1.476, -0.265, 5.132], [2.512, -0.231, 6.065], [3.845, -0.296, 5.622], [4.131, -0.373, 4.251], [3.078, -0.411, 3.317], [0.957, 2.276, 3.273], [-0.424, 4.251, 3.863], [-2.927, 4.011, 4.046], [-4.022, 1.780, 3.715], [-2.602, -0.215, 3.284], [-2.121, -1.620, 1.690], [-3.329, -3.711, 2.290], [-2.299, -5.338, 3.891], [-0.043, -4.852, 4.889], [1.094, -2.722, 4.344], [0.455, -0.224, 5.509], [2.320, -0.187, 7.138], [4.691, -0.279, 6.315], [5.164, -0.433, 3.857], [3.264, -0.486, 2.243]],
  "forces_ev_per_angstrom": [[-0.5, 1.4, -0.7], [1.4, -0.3, -0.2], [0.5, 0.9, 1.9], [-0.1, -0.2, 0.1], [-0.2, 0.5, 0.4], [0.4, -0.5, -0.4], [-1.1, -0.5, -0.1], [1.0, 0.0, 0.1], [0.2, 0.2, 1.2], [0.3, 1.0, 0.2], [0.3, 0.6, -0.2], [0.1, 0.7, -0.5], [-0.5, -1.8, 0.4], [0.7, -0.4, 0.2], [-0.4, 0.0, 0.0], [0.0, -0.6, 0.5], [-0.1, -0.2, -1.2], [0.1, -0.1, 0.1], [-0.8, 0.5, 0.5], [0.3, 0.3, 0.0], [-0.9, -1.3, 1.1], [1.4, 4.5, -1.3], [-0.9, -0.1, -0.7], [0.2, -0.3, -0.1], [0.4, 0.1, -0.1], [-0.1, 0.6, 0.2], [-0.1, -0.1, -0.2], [0.1, 0.1, -0.3], [-0.2, -0.9, 0.2], [-0.9, -3.4, -0.6], [-0.1, 0.0, -0.1], [0.2, -0.1, -0.3], [0.3, 0.1, 0.4], [-0.3, -0.2, 0.1], [0.4, -0.1, 0.0], [-0.8, 0.0, 0.3], [-0.2, -0.3, -0.5], [0.1, -0.4, 0.2], [-0.2, 0.3, 0.1], [0.8, 0.0, 0.2], [0.0, 0.0, -0.4], [-0.2, -0.3, 0.3], [-1.2, -0.7, -0.1], [0.0, 0.0, -0.7], [0.5, -0.2, 0.6], [-0.3, 0.8, 0.2], [-0.3, -0.1, -1.3], [0.1, 0.4, -0.2], [-0.3, -0.8, 1.4], [0.1, 0.2, 1.2], [-0.4, 0.5, 0.1], [0.1, -0.6, -0.4], [-0.1, 0.2, 0.2], [-0.2, -0.2, -0.3], [0.1, 0.4, 0.3], [-0.3, -0.1, -0.2], [-0.4, -0.6, 0.2], [-0.4, 0.4, -0.6], [0.5, 0.2, 0.5], [-0.2, 0.4, -0.7], [-0.6, -0.3, 0.2], [0.2, -0.2, 0.0], [0.4, 0.1, 0.3], [0.2, 0.2, 0.2], [0.4, -0.2, -0.4], [0.2, 0.1, -0.6], [-0.2, -0.2, -0.4], [0.1, 0.1, 0.1], [-0.4, 0.1, 0.0], [-0.4, -0.6, -0.1], [0.4, -0.5, -0.1], [1.2, 0.0, 0.0], [0.4, 0.5, -0.1], [0.3, -0.7, 0.5], [0.5, 0.0, 0.2], [0.4, 0.5, 0.0], [-0.2, 0.8, -0.6], [0.0, 0.0, -0.2], [0.1, 0.0, -0.2], [-0.1, 0.0, -0.4], [-0.5, 0.0, -0.1], [-0.7, 0.1, 0.5], [0.2, 0.0, 0.4]],
  "lowdin_charge": [-0.0538, -0.2371, -0.1881, -0.1311, -0.0138, -0.0449, -0.0307, -0.1500, -0.2076, -0.2176, -0.0358, -0.0339, 0.0028, 0.1320, 0.1239, 0.1208, 0.1314, 0.1181, 0.1251, 0.1109, -0.1156, 0.6514, -0.2562, 0.1009, 0.1206, -0.2444, 0.1063, 0.1043, 0.8139, 0.8048, -0.1963, 0.0331, 0.0678, 0.0710, -0.2230, 0.0706, 0.0198, 0.0604, -0.1808, 0.0884, 0.0480, 0.0715, -0.2209, 0.0396, 0.0900, 0.0331, 0.1238, 0.0217, -0.4700, 0.9106, -0.2718, -0.0681, -0.0558, -0.0538, -0.0656, -0.0953, -0.2790, -0.1407, -0.0569, -0.0305, -0.0378, -0.0575, -0.3260, -0.0834, -0.0441, -0.0430, -0.0486, -0.0648, 0.1225, 0.1273, 0.1234, 0.1312, 0.0993, 0.0704, 0.1239, 0.1252, 0.1321, 0.1073, 0.1225, 0.1207, 0.1212, 0.1238, 0.1065],
  "total_energy_ha": -3436.95313,
  "multiplicity": 1,
  "e_homo_ha": [-0.47084, -0.47066],
  "charge": 2,
  "gap_ev": [7.0, 7.2]
}

=====

{
  "formula": "C10H18O7S",
  "method": "wB97M-V/def2-TZVPD",
  "symbols": ["C", "S", "O", "O", "C", "C", "O", "C", "O", "O", "H", "H", "H", "H", "H", "H", "C", "C", "C", "O", "H", "H", "H", "H", "H", "H", "C", "C", "C", "O", "H", "H", "H", "H", "H", "H"],
  "positions_angstrom": [[-0.353, -0.580, 2.002], [0.169, -2.137, 1.256], [-0.915, -3.059, 1.015], [1.168, -2.749, 2.108], [0.962, -1.745, -0.329], [1.854, -2.925, -0.859], [1.700, -2.874, -2.286], [1.122, -1.620, -2.493], [1.404, -0.825, -3.262], [0.143, -1.548, -1.485], [0.380, 0.195, 1.715], [-0.337, -0.604, 3.103], [-1.362, -0.360, 1.611], [1.562, -0.812, -0.293], [2.857, -2.690, -0.455], [1.517, -3.909, -0.488], [-4.336, 0.550, -3.980], [-3.005, 0.527, -3.269], [-2.068, -0.608, -3.597], [-2.704, 1.383, -2.467], [-4.907, 1.417, -3.649], [-4.180, 0.623, -5.058], [-4.900, -0.353, -3.744], [-1.813, -0.585, -4.659], [-2.534, -1.562, -3.343], [-1.158, -0.498, -3.018], [3.119, 2.366, 4.078], [1.689, 2.188, 3.637], [0.981, 3.399, 3.083], [1.131, 1.114, 3.723], [3.502, 1.418, 4.454], [3.733, 2.684, 3.234], [3.172, 3.107, 4.878], [1.502, 3.761, 2.195], [0.941, 4.185, 3.839], [-0.037, 3.127, 2.806]],
  "forces_ev_per_angstrom": [[-0.1, 0.2, -0.8], [-0.5, -1.9, 1.6], [-0.4, 1.2, -0.7], [0.8, 1.2, -0.6], [0.6, 0.0, -1.5], [-0.1, -0.4, 1.6], [0.8, 1.5, 0.4], [-1.2, -4.1, 3.2], [0.5, 2.3, -2.6], [-0.2, 1.2, 0.1], [-0.5, -0.4, 0.0], [0.0, -0.6, -0.6], [0.5, 0.0, 0.1], [-0.1, -0.5, 0.9], [-0.1, -0.5, -0.9], [0.1, 0.5, -0.2], [-0.1, 0.3, 0.2], [0.1, 0.1, 0.2], [0.1, 0.2, 0.1], [-0.1, -0.1, -0.1], [0.0, 0.0, 0.0], [-0.1, -0.2, 0.0], [0.0, -0.1, -0.2], [-0.1, -0.2, 0.0], [0.0, 0.0, -0.2], [-0.1, 0.1, 0.0], [0.0, -0.3, 0.1], [-0.1, -0.1, 0.1], [-0.3, -0.2, 0.0], [0.2, 0.3, 0.1], [0.0, 0.0, 0.0], [0.0, 0.2, 0.1], [0.1, 0.1, -0.1], [0.1, 0.2, 0.1], [0.1, 0.1, -0.1], [0.0, 0.0, 0.0]],
  "lowdin_charge": [-0.1277, 0.6669, -0.2974, -0.3078, -0.3112, -0.1013, 0.0541, -0.5385, 0.2590, 0.0033, 0.0561, 0.0726, 0.0829, 0.1555, 0.1409, 0.1416, -0.0273, -0.4985, -0.0143, 0.0664, 0.0800, 0.0839, 0.0844, 0.0933, 0.0957, 0.0471, -0.0184, -0.4860, -0.0168, 0.0423, 0.0846, 0.0872, 0.0876, 0.0883, 0.0879, 0.0834],
  "total_energy_ha": -1316.63475,
  "multiplicity": 1,
  "e_homo_ha": -0.34957,
  "charge": 0,
  "relative_energy_kj_mol": 119.7,
  "smiles": "CS(=O)(=O)[C@H]1COC(=O)O1.CC(C)=O.CC(C)=O",
  "gap_ev": 9.9
}

=====

{
  "formula": "C4H11N3O2",
  "method": "wB97M-V/def2-TZVPD",
  "symbols": ["C", "N", "C", "N", "N", "H", "H", "H", "H", "H", "H", "H", "C", "C", "O", "O", "H", "H", "H", "H"],
  "positions_angstrom": [[-1.790, 0.959, -2.034], [-2.345, 0.611, -0.716], [-1.581, 0.932, 0.292], [-0.424, 1.712, 0.219], [-1.963, 0.674, 1.566], [-2.735, 0.775, -2.606], [-1.016, 0.231, -2.384], [-1.558, 1.995, -2.268], [-0.384, 2.426, -0.484], [0.417, 1.215, 0.504], [-2.873, 0.248, 1.684], [-1.784, 1.345, 2.291], [3.086, -2.018, 0.738], [1.836, -1.173, 0.658], [1.361, -0.303, 1.342], [1.149, -1.703, -0.382], [3.587, -2.039, -0.254], [2.937, -3.115, 0.885], [3.622, -1.691, 1.617], [0.456, -1.079, -0.666]],
  "forces_ev_per_angstrom": [[-2.3, -1.7, -0.7], [1.9, 0.7, 1.4], [-1.3, 1.1, -1.6], [0.2, -0.4, 0.6], [-0.7, -1.0, 1.1], [1.2, 0.1, -0.5], [-0.4, 0.8, 0.2], [0.5, 0.2, 0.4], [0.2, -0.4, -0.3], [-0.1, 0.6, 0.0], [0.2, -0.1, -0.3], [0.5, 0.2, -0.3], [0.3, -0.5, 0.5], [-1.1, -2.0, -0.7], [1.2, 0.0, 0.0], [-0.4, 0.8, -0.8], [0.1, 0.7, 0.9], [-0.8, 0.9, 0.1], [0.9, 0.2, -0.3], [-0.1, -0.3, 0.3]],
  "lowdin_charge": [-0.1793, -0.0112, -0.5759, 0.1116, 0.1204, 0.0704, 0.0720, 0.0540, 0.0753, 0.0511, 0.0947, 0.0921, 0.0064, -0.5390, 0.0884, 0.0766, 0.1015, 0.1031, 0.0789, 0.1090],
  "total_energy_ha": -473.75441,
  "multiplicity": 1,
  "e_homo_ha": -0.31267,
  "charge": 0,
  "relative_energy_kj_mol": 127.0,
  "smiles": "CN=C(N)N.CC(=O)O",
  "gap_ev": 9.2
}

=====

{
  "formula": "C2H3Cl2OP",
  "method": "wB97M-V/def2-TZVPD",
  "symbols": ["C", "C", "O", "P", "Cl", "Cl", "H", "H", "H"],
  "positions_angstrom": [[0.927, 0.682, -0.928], [-0.946, -1.134, -0.400], [1.397, 0.625, -1.993], [0.940, 1.745, 0.612], [-0.093, -1.665, 0.985], [-2.326, -0.098, 0.067], [-1.482, -1.985, -0.915], [1.778, 0.648, 1.357], [-0.196, 1.183, 1.216]],
  "forces_ev_per_angstrom": [[-1.2, -1.4, -1.2], [-1.1, 0.3, -0.6], [-0.1, 0.4, 1.3], [1.7, -1.4, 1.3], [0.4, -0.7, 0.7], [0.2, 0.2, -0.1], [1.3, 0.9, 0.1], [-1.0, 1.7, -1.2], [-0.3, -0.1, -0.3]],
  "lowdin_charge": [-0.4923, -1.0669, 0.0642, 0.7975, 0.4711, 0.4150, 0.0078, -0.0277, -0.1687],
  "total_energy_ha": -1414.82831,
  "multiplicity": 1,
  "e_homo_ha": [-0.27678, -0.31279],
  "charge": 0,
  "relative_energy_kj_mol": 517.8,
  "gap_ev": [6.7, 8.1]
}

=====

{
  "formula": "C4H4F12MgN2O10S4",
  "method": "wB97M-V/def2-TZVPD",
  "symbols": ["Mg", "C", "F", "F", "F", "S", "O", "O", "N", "S", "O", "O", "C", "F", "F", "F", "C", "F", "F", "F", "S", "O", "O", "N", "S", "O", "O", "C", "F", "F", "F", "O", "H", "H", "O", "H", "H"],
  "positions_angstrom": [[0.630, 0.215, 0.514], [-2.141, -2.342, -0.598], [-2.689, -1.130, -0.621], [-3.078, -3.235, -0.323], [-1.547, -2.578, -1.746], [-0.900, -2.396, 0.782], [-1.447, -1.532, 1.794], [-0.689, -3.750, 1.111], [0.449, -1.647, 0.180], [1.526, -2.645, -0.540], [1.052, -3.857, -1.064], [2.306, -1.814, -1.405], [2.712, -3.007, 0.811], [3.251, -1.881, 1.282], [2.089, -3.635, 1.815], [3.668, -3.786, 0.346], [-2.219, 2.531, 1.437], [-2.904, 3.654, 1.603], [-1.842, 2.093, 2.625], [-2.997, 1.646, 0.837], [-0.722, 2.955, 0.389], [-1.091, 4.029, -0.425], [0.378, 3.134, 1.297], [-0.384, 1.513, -0.400], [-1.040, 1.521, -1.901], [-1.017, 0.169, -2.373], [-2.283, 2.172, -2.012], [0.190, 2.394, -2.981], [1.252, 1.583, -3.073], [-0.349, 2.559, -4.171], [0.605, 3.561, -2.485], [0.220, 0.305, 2.439], [-0.378, -0.168, 3.032], [0.585, 1.048, 2.939], [2.572, 0.654, 0.361], [3.342, 0.487, 0.912], [2.888, 1.177, -0.387]],
  "forces_ev_per_angstrom": [[1.0, 0.0, 0.8], [0.2, 0.6, 0.3], [-0.1, -0.1, 0.0], [0.0, -0.1, -0.2], [-0.2, -0.4, -0.2], [-0.2, 0.6, 0.5], [0.0, 0.3, -0.3], [0.2, -0.9, 0.0], [-1.0, -3.0, 0.0], [1.3, 1.8, -1.2], [-0.8, -1.1, 0.2], [0.1, 0.5, 0.2], [-0.7, -0.9, 0.5], [0.1, 0.2, 0.2], [0.3, 0.2, -0.1], [0.2, 0.0, -0.1], [-0.3, 0.6, -0.6], [0.0, 0.1, 0.1], [0.0, -0.3, 0.3], [0.2, -0.2, 0.1], [1.3, -1.4, 1.4], [-0.6, 1.0, -1.0], [0.0, -0.5, 0.4], [-1.8, 3.3, -1.2], [-0.4, -2.5, -1.0], [0.9, 0.1, 0.2], [-0.7, 1.3, 0.3], [0.3, -0.1, 0.5], [0.1, 0.1, -0.1], [0.0, 0.1, 0.0], [-0.1, -0.2, -0.3], [0.7, 0.7, 0.9], [-0.2, -0.3, -0.5], [-0.1, 0.1, -0.1], [0.3, 0.5, -0.1], [-0.1, -0.2, 0.1], [-0.1, 0.0, -0.1]],
  "lowdin_charge": [0.5519, -0.6802, 0.1408, 0.1730, 0.1701, 0.6528, -0.2729, -0.2286, -0.3325, 0.6078, -0.2071, -0.2581, -0.6752, 0.1316, 0.1424, 0.1745, -0.6683, 0.1628, 0.1503, 0.1656, 0.6423, -0.2206, -0.2747, -0.3306, 0.6077, -0.2550, -0.2243, -0.6649, 0.1309, 0.1791, 0.1436, -0.0393, 0.0934, 0.1010, -0.0028, 0.1013, 0.1122],
  "total_energy_ha": -4008.06119,
  "multiplicity": 1,
  "e_homo_ha": -0.42707,
  "charge": 0,
  "relative_energy_kj_mol": 30.0,
  "gap_ev": 10.9
}